{
  "formula": "C6H6O",
  "method": "the ωB97M-V functional and the def2-TZVPD basis",
  "symbols": ["C", "C", "C", "C", "C", "C", "O", "H", "H", "H", "H", "H", "H"],
  "coordinates": [[2.262, -0.724, 0.237], [1.073, -0.079, -0.024], [0.685, 1.279, -0.101], [-0.673, 1.469, -0.019], [-1.134, -0.057, -0.091], [-2.198, -0.758, 0.314], [-0.082, -0.924, -0.349], [3.207, -0.150, 0.090], [2.493, -1.775, 0.309], [1.382, 2.124, 0.041], [-1.138, 2.424, 0.471], [-2.328, -1.916, -0.059], [-3.048, -0.098, 0.046]],
  "forces_ev_per_angstrom": [[-0.2, 2.4, -1.3], [1.6, -4.9, -1.3], [-1.1, 2.9, 1.0], [1.1, -2.4, 0.9], [0.1, -0.6, 1.2], [-2.6, -0.4, -3.3], [2.5, 3.9, 1.1], [-1.0, 0.0, 0.7], [-0.9, -0.2, 0.0], [-0.2, -0.8, -0.1], [0.5, -2.2, -1.6], [0.6, 3.1, 1.5], [-0.5, -0.7, 1.3]],
  "smiles": "C=c1ccc(=C)o1",
  "gap_ev": 8.1809,
  "e_lumo_ev": -0.133,
  "e_above_lowest_kj_mol": 376.85,
  "homo_ev": -8.314,
  "multiplicity": 1
}

{
  "formula": "C4H8N2OS",
  "method": "the ωB97M-V functional and the def2-TZVPD basis",
  "symbols": ["H", "N", "C", "N", "C", "S", "C", "C", "O", "H", "H", "H", "H", "H", "H", "H"],
  "coordinates": [[0.688, -1.761, -2.163], [0.500, -1.494, -1.192], [0.884, -0.279, -0.983], [1.624, 0.532, -1.777], [0.389, 0.447, 0.267], [0.388, 1.999, 0.557], [-0.226, -0.503, 1.314], [-1.746, -0.723, 1.104], [-1.930, -1.872, 0.297], [1.954, 0.148, -2.652], [1.447, 1.537, -1.667], [0.254, -1.444, 1.310], [-0.077, 0.015, 2.271], [-2.101, 0.208, 0.507], [-2.358, -0.783, 2.054], [-1.241, -1.842, -0.370]],
  "forces_ev_per_angstrom": [[0.2, -0.1, 0.3], [0.2, 0.9, -0.1], [-0.6, 0.7, 0.1], [0.0, 0.1, -0.3], [-0.6, -3.1, 0.8], [0.3, 1.5, -0.4], [-0.5, 1.9, 0.6], [-0.4, 1.3, -1.4], [-1.0, 0.1, 1.0], [-0.1, 0.4, 0.1], [0.4, -0.7, -0.2], [0.6, -1.0, 0.1], [0.0, -0.3, -0.2], [0.1, -1.2, 1.2], [0.9, -0.2, -1.1], [0.5, -0.2, -0.4]],
  "smiles": "[H]/N=C(\\N)C(=S)CCO",
  "gap_ev": 8.3059,
  "e_lumo_ev": -0.916,
  "e_above_lowest_kj_mol": 102.13,
  "homo_ev": -9.222,
  "multiplicity": 1
}

{
  "formula": "C9H25Al2Cl5FMgNO4",
  "method": "the ωB97M-V functional and the def2-TZVPD basis",
  "symbols": ["C", "C", "C", "Al", "Cl", "H", "H", "H", "H", "H", "H", "H", "H", "H", "Mg", "O", "H", "H", "O", "H", "F", "C", "C", "N", "H", "H", "H", "Cl", "C", "C", "Cl", "H", "H", "H", "H", "Al", "C", "Cl", "Cl", "H", "H", "C", "O", "H", "H", "H", "O", "H"],
  "coordinates": [[0.730, -0.117, 2.330], [2.151, 0.167, 1.766], [3.088, 0.723, 2.868], [3.264, 2.735, 2.529], [1.996, 3.242, 0.764], [0.130, 0.780, 2.171], [0.762, -0.295, 3.401], [0.230, -0.983, 1.872], [2.618, -0.726, 1.273], [2.031, 0.935, 0.987], [2.674, 0.487, 3.849], [4.040, 0.186, 2.847], [2.728, 3.555, 3.797], [4.769, 3.076, 2.161], [1.683, -1.201, -0.038], [-1.627, -2.586, 1.557], [-2.143, -2.436, 0.753], [-2.249, -2.464, 2.281], [5.973, 2.992, 4.650], [6.563, 3.392, 5.297], [-0.003, 3.653, 1.615], [2.065, -1.255, -5.121], [1.114, -2.149, -4.465], [0.361, -2.854, -3.962], [1.582, -0.759, -5.960], [2.413, -0.503, -4.415], [2.916, -1.827, -5.484], [-3.180, -3.639, -1.076], [-2.851, -3.824, -2.829], [-3.355, -5.142, -3.351], [-2.426, -6.523, -2.710], [-1.780, -3.714, -2.981], [-3.357, -3.007, -3.335], [-3.251, -5.162, -4.434], [-4.401, -5.298, -3.098], [4.649, 1.948, 5.271], [0.349, 5.942, 3.918], [1.757, 6.281, 4.939], [-1.144, 5.861, 4.869], [0.251, 6.740, 3.193], [0.492, 4.991, 3.413], [-4.195, -0.065, -2.230], [-4.426, -1.103, -3.043], [-5.091, 0.450, -1.854], [-3.656, -0.374, -1.306], [-3.548, 0.724, -2.649], [-5.444, 0.007, -5.197], [-5.251, -0.862, -4.834]],
  "forces_ev_per_angstrom": [[0.2, 0.1, -0.5], [-0.6, 0.5, 1.0], [0.1, -0.4, -0.6], [0.2, 0.1, 0.8], [-0.3, 0.1, -0.2], [-0.1, -0.1, 0.0], [0.1, -0.2, 0.0], [-0.3, 0.1, 0.1], [1.1, 0.1, 1.5], [0.2, -0.5, -0.3], [-0.2, 0.0, -0.1], [0.1, 0.3, -0.2], [0.0, 0.0, -0.1], [-0.1, 0.0, -0.4], [-1.1, -0.1, -1.1], [0.1, 0.2, -0.1], [0.0, -0.2, 0.1], [0.0, 0.0, 0.0], [-0.9, -0.9, 0.8], [0.1, 0.1, -0.1], [0.4, -0.3, 0.0], [-0.1, -0.1, 0.0], [0.0, 0.0, -0.1], [0.0, 0.1, 0.1], [0.0, 0.0, 0.0], [0.0, 0.0, 0.0], [0.0, 0.0, 0.0], [-0.1, 0.0, -0.1], [0.2, 0.0, -0.2], [-0.1, 0.0, 0.0], [0.0, 0.0, 0.0], [0.0, -0.1, 0.1], [-0.1, 0.0, 0.0], [0.1, 0.0, 0.0], [0.0, 0.0, 0.0], [1.0, 0.9, -0.3], [0.1, -0.1, -0.1], [0.0, 0.0, 0.0], [0.0, 0.0, 0.0], [0.0, 0.1, 0.1], [0.0, 0.0, 0.1], [-0.3, 1.6, 0.5], [-0.6, 0.9, -1.5], [-0.2, -0.4, 0.0], [0.0, -0.5, -0.2], [0.3, -0.4, -0.1], [0.8, 0.0, 1.6], [-0.1, -1.1, -0.3]],
  "gap_ev": 2.2629,
  "e_lumo_ev": -5.128,
  "homo_ev": -7.391,
  "multiplicity": 1
}

{
  "formula": "C34H44CdNO2S2",
  "method": "the ωB97M-V functional and the def2-TZVPD basis",
  "symbols": ["Cd", "C", "C", "C", "C", "C", "C", "C", "N", "C", "C", "C", "C", "C", "C", "O", "C", "C", "C", "C", "C", "C", "C", "C", "C", "O", "C", "C", "C", "C", "C", "C", "H", "H", "H", "H", "H", "H", "H", "H", "H", "H", "H", "H", "H", "H", "H", "H", "H", "H", "H", "H", "H", "H", "H", "H", "H", "H", "H", "H", "H", "H", "H", "H", "H", "H", "H", "H", "H", "H", "H", "H", "S", "C", "C", "C", "C", "C", "C", "S", "H", "H", "H", "H"],
  "coordinates": [[-0.599, 1.886, 1.701], [-0.945, -3.857, -3.086], [-2.013, -4.005, -1.991], [-3.314, -4.383, -2.689], [-1.771, -5.221, -1.116], [-2.078, -2.767, -1.118], [-1.140, -1.738, -1.200], [-1.038, -0.724, -0.195], [-0.131, 0.295, -0.088], [1.025, 0.445, -0.743], [1.682, -0.411, -1.632], [2.880, 0.016, -2.297], [3.414, 1.277, -1.925], [3.016, 2.078, -0.854], [1.772, 1.707, -0.324], [1.186, 2.528, 0.510], [3.943, 3.068, -0.128], [4.015, 2.512, 1.403], [3.369, 4.505, -0.136], [5.334, 3.031, -0.767], [3.544, -0.741, -3.447], [3.096, -2.175, -3.565], [5.085, -0.749, -3.179], [3.271, -0.032, -4.770], [-2.071, -0.744, 0.851], [-1.912, 0.068, 1.810], [-3.163, -1.694, 0.773], [-3.087, -2.699, -0.152], [-4.337, -1.554, 1.720], [-5.596, -2.241, 1.192], [-4.019, -2.049, 3.166], [-4.775, -0.075, 1.864], [-1.011, -4.775, -3.751], [0.057, -3.755, -2.579], [-1.087, -2.953, -3.687], [-3.296, -5.356, -3.170], [-3.553, -3.589, -3.388], [-4.124, -4.425, -1.907], [-1.764, -6.124, -1.771], [-2.588, -5.433, -0.409], [-0.881, -5.173, -0.571], [-0.513, -1.625, -2.069], [1.352, -1.440, -1.755], [4.166, 1.726, -2.578], [3.105, 2.623, 2.030], [4.798, 3.086, 1.933], [4.330, 1.484, 1.358], [2.352, 4.370, 0.230], [3.351, 4.894, -1.154], [4.079, 5.122, 0.495], [5.659, 2.027, -0.931], [6.021, 3.577, -0.076], [5.288, 3.497, -1.770], [3.467, -2.830, -2.759], [3.527, -2.547, -4.525], [2.029, -2.386, -3.750], [5.292, -1.254, -2.197], [5.476, 0.242, -3.118], [5.492, -1.471, -3.898], [2.220, -0.101, -4.952], [3.739, -0.610, -5.613], [3.642, 0.969, -4.793], [-3.857, -3.488, -0.191], [-5.592, -3.316, 1.260], [-5.772, -1.983, 0.105], [-6.477, -1.869, 1.748], [-3.685, -3.038, 3.199], [-4.936, -1.953, 3.787], [-3.211, -1.375, 3.564], [-5.196, 0.306, 0.933], [-3.907, 0.500, 2.086], [-5.591, 0.061, 2.628], [-2.354, 3.543, 2.396], [-1.813, 3.977, 4.004], [-2.727, 4.688, 4.758], [-2.359, 5.177, 5.965], [-1.032, 5.081, 6.461], [-0.151, 4.240, 5.809], [-0.508, 3.591, 4.609], [0.642, 2.376, 4.057], [-3.753, 4.855, 4.344], [-3.089, 5.771, 6.537], [-0.757, 5.532, 7.379], [0.862, 3.997, 6.099]],
  "forces_ev_per_angstrom": [[0.5, -0.6, -0.5], [0.7, -1.0, 0.4], [-0.1, -0.3, -0.6], [-1.4, 1.1, 1.0], [-0.8, -1.4, -0.8], [0.3, 0.5, -0.3], [-0.1, 0.4, 0.5], [-0.9, -0.8, -0.4], [-0.6, -0.7, 0.1], [1.2, 1.7, 0.7], [1.9, -0.2, -1.0], [-1.8, 0.6, 0.9], [0.3, 0.1, -0.6], [-0.1, -1.5, -0.3], [-2.2, 0.4, 0.7], [0.2, -0.7, -0.1], [-1.0, -0.7, 0.7], [0.4, 1.5, -0.8], [1.1, -0.7, 0.6], [-0.3, 1.2, 0.6], [0.6, 0.6, 1.1], [0.1, -1.3, -1.2], [-1.1, -2.2, 0.9], [0.6, -1.6, -0.7], [1.0, -0.4, -0.9], [-0.6, 0.5, 1.3], [0.5, 0.9, 0.5], [-0.3, -0.5, -0.2], [-1.0, 0.3, 0.8], [-0.7, 0.4, -1.0], [-0.2, 2.5, -0.2], [-0.8, -0.1, 0.1], [0.5, 1.1, 0.7], [-0.7, -0.4, -0.8], [-0.2, -0.2, 0.0], [0.3, 0.0, -0.2], [-0.4, 0.0, -0.4], [0.5, 0.0, -1.0], [0.3, 0.4, 0.4], [0.1, 0.5, -0.2], [1.5, 0.1, 0.9], [0.1, -0.3, 0.0], [0.0, 0.3, -0.1], [0.3, -0.5, 0.3], [0.3, -0.1, -0.9], [-0.1, -0.2, -0.2], [0.0, -0.5, 0.1], [0.1, 0.7, 0.3], [0.0, 0.1, -0.1], [-1.2, -0.3, -0.5], [0.4, -0.7, 0.2], [-0.2, -0.3, -0.8], [0.2, 0.1, 0.5], [-0.2, 0.3, -0.2], [0.1, 0.0, 0.7], [0.1, 0.6, 0.5], [-0.3, 0.6, -0.6], [0.6, 0.4, -0.5], [0.6, 0.8, -0.3], [-0.8, 0.5, -0.2], [-0.1, 0.5, 0.6], [0.0, 0.8, 0.0], [0.4, 0.6, 0.3], [0.1, -0.6, 0.1], [0.2, -0.2, 1.0], [0.4, -0.3, -0.1], [0.6, -1.7, -0.1], [0.6, 0.0, -0.2], [-0.8, -0.7, -0.2], [0.0, -0.1, -0.2], [0.3, 0.7, 0.5], [0.9, -0.3, -0.5], [0.6, 0.2, 1.0], [1.3, -2.0, -1.8], [-1.3, 0.4, 0.0], [-0.1, 1.5, 1.2], [-0.1, -1.5, -1.0], [-0.3, 0.5, -0.1], [-0.4, -0.5, -1.1], [-1.6, 1.1, -0.1], [1.1, -0.2, 0.5], [0.4, -0.3, -0.2], [0.2, 0.5, 0.7], [0.0, 0.4, 0.6]],
  "gap_ev": [5.6834, 3.4338],
  "charge": -1,
  "e_lumo_ev": [1.778, 0.048],
  "e_above_lowest_kj_mol": 77.56,
  "homo_ev": [-3.905, -3.386],
  "multiplicity": 1
}